C2H2FKO2 | wB97M-V/def2-TZVPD

Geometry as XYZ:
```
8
C2H2FKO2 | the Open Molecules 2025 dataset | wB97M-V/def2-TZVPD
F 2.925 1.725 2.242
O -0.037 -1.110 0.314
C -0.030 0.063 -0.151
C -1.290 0.397 -0.894
O -1.736 -0.435 -1.688
K -1.258 -2.847 -0.997
H 3.119 0.782 2.038
H -1.693 1.426 -0.863
```

Computed properties:
LUMO energy (spin up / spin down) ... -0.8 / -0.8 eV
ΔE to the lowest compared entry with this formula, charge and spin ... 29.0 kcal per mole
Total charge ... 0
HOMO-LUMO gap (spin up / spin down) ... 5.40 / 5.40 eV
Strongest force on any atom ... 2.9 eV/Å
Total energy ... -927.61126 a.u.